No. 1
Entry from the OMol25 dataset: C31H53BF3IN4NbO4 as an isolated structure at a distorted geometry (wB97M-V/def2-TZVPD).

```
! RIJCOSX wB97M-V def2-TZVPD def2/J DEFGRID3
* xyz -1 1
C -3.482 -0.567 5.930
C -3.843 -1.281 4.618
B -4.275 -0.261 3.498
O -5.349 0.514 3.843
Nb -3.026 -0.321 1.477
O -2.994 -2.299 1.543
I -5.586 -0.212 0.216
C -1.808 -0.081 -0.469
C -1.681 -1.228 -1.416
C -2.856 -1.414 -2.328
O -0.491 -1.032 -2.221
C 0.022 -2.182 -2.836
C 1.504 -2.062 -2.887
C 2.133 -1.409 -3.946
C 3.531 -1.276 -3.979
C 4.310 -1.808 -2.940
C 3.692 -2.470 -1.884
C 2.291 -2.594 -1.853
C -2.936 1.927 1.419
C -3.174 2.772 2.647
O -1.912 3.212 3.145
C -3.983 4.010 2.373
F -4.177 4.753 3.481
F -3.450 4.853 1.494
F -5.211 3.737 1.926
H -2.567 -0.950 6.344
H -4.255 -0.726 6.668
H -3.373 0.491 5.782
H -3.017 -1.885 4.282
H -4.682 -1.945 4.775
H -5.681 0.975 3.070
H -1.578 -0.186 2.539
H -3.521 -2.689 0.838
H -0.818 0.063 -0.040
H -2.017 0.830 -1.012
H -1.518 -2.144 -0.851
H -3.051 -0.518 -2.896
H -3.748 -1.676 -1.787
H -2.668 -2.218 -3.027
H -0.240 -3.074 -2.279
H -0.376 -2.317 -3.840
H 1.538 -0.987 -4.732
H 4.027 -0.760 -4.774
H 5.377 -1.719 -2.964
H 4.266 -2.882 -1.084
H 1.809 -3.088 -1.031
H -1.953 2.191 1.061
H -3.604 2.224 0.624
H -3.709 2.268 3.445
H -1.984 3.339 4.091
C -0.574 -4.115 -8.299
C -0.396 -2.666 -7.864
C 1.033 -2.155 -8.076
C 1.999 -2.877 -7.252
N 2.756 -3.406 -6.571
H 0.056 -4.783 -7.711
H -1.608 -4.432 -8.168
H -0.315 -4.244 -9.352
H -0.664 -2.559 -6.813
H -1.072 -2.023 -8.430
H 1.097 -1.095 -7.825
H 1.323 -2.254 -9.124
C 1.605 2.257 -4.724
C 2.186 3.131 -3.618
C 3.512 3.782 -4.030
C 4.549 2.789 -4.307
N 5.316 1.993 -4.618
H 2.270 1.422 -4.951
H 0.648 1.837 -4.417
H 1.445 2.827 -5.644
H 2.326 2.535 -2.718
H 1.480 3.927 -3.371
H 3.877 4.458 -3.257
H 3.366 4.375 -4.935
C 0.045 -0.021 9.247
C 0.432 1.444 9.080
C -0.586 2.228 8.246
C -0.666 1.730 6.875
N -0.751 1.312 5.809
H 0.008 -0.530 8.284
H 0.768 -0.542 9.874
H -0.936 -0.116 9.715
H 1.415 1.517 8.613
H 0.508 1.921 10.059
H -0.321 3.286 8.213
H -1.576 2.160 8.698
C 5.281 -0.308 1.840
C 3.942 0.233 2.327
C 2.807 0.038 1.314
C 3.035 0.786 0.081
N 3.209 1.382 -0.884
H 5.614 0.210 0.939
H 6.049 -0.179 2.603
H 5.212 -1.371 1.611
H 4.037 1.295 2.560
H 3.656 -0.269 3.252
H 1.858 0.368 1.739
H 2.690 -1.016 1.059
*
```

gap between HOMO and LUMO	6.3997	eV

***

No. 2
Entry from the OMol25 dataset: a 13-piece molecular cluster, C23H65N3O17 overall at a distorted geometry (wB97M-V/def2-TZVPD).

```
! RIJCOSX wB97M-V def2-TZVPD def2/J DEFGRID3
* xyz 0 1
C 19.345 10.564 14.924
O 19.327 11.732 14.066
C 20.131 11.711 13.040
O 20.285 12.663 12.274
O 20.888 10.562 12.871
C 21.359 10.279 11.518
H 19.177 9.619 14.362
H 18.527 10.665 15.668
H 20.327 10.568 15.410
H 20.458 10.283 10.873
H 21.876 9.367 11.428
H 21.905 11.138 11.080
C 15.823 13.268 11.659
O 14.549 12.997 12.218
C 14.255 11.769 12.638
O 15.014 10.839 12.618
O 13.087 11.861 13.224
C 12.581 10.551 13.563
H 16.033 14.341 11.708
H 15.812 12.918 10.606
H 16.756 12.860 12.156
H 12.376 10.061 12.632
H 11.610 10.739 14.007
H 13.278 10.001 14.193
C 11.828 13.490 17.273
O 12.110 12.235 16.704
H 12.747 13.945 17.694
H 11.402 14.226 16.605
H 11.219 13.268 18.169
H 12.851 12.378 16.047
C 9.647 9.201 16.825
O 11.024 9.158 16.400
H 9.040 9.051 15.910
H 9.452 8.424 17.600
H 9.354 10.174 17.200
H 11.528 9.825 16.899
C 17.417 9.351 10.511
O 17.895 9.985 11.713
H 16.861 8.467 10.747
H 16.819 10.039 9.814
H 18.246 8.965 9.989
H 17.108 10.287 12.168
C 11.513 8.033 10.533
O 12.322 8.790 9.660
H 12.051 7.366 11.215
H 10.839 8.746 11.037
H 10.881 7.441 9.899
H 13.227 8.521 9.846
C 20.019 16.542 11.196
O 20.032 15.156 10.861
H 21.102 16.906 11.168
H 19.450 17.195 10.513
H 19.639 16.795 12.158
H 20.124 14.611 11.656
C 14.878 10.778 16.094
O 14.636 11.988 15.411
H 13.930 10.409 16.411
H 15.425 10.165 15.354
H 15.406 10.907 17.014
H 15.489 12.425 15.273
C 16.543 11.790 7.039
O 16.958 12.222 8.289
H 15.604 11.154 7.161
H 16.246 12.578 6.381
H 17.274 11.260 6.466
H 17.814 12.652 8.141
C 17.941 15.170 8.172
O 18.738 13.984 7.994
H 17.811 15.385 9.257
H 18.346 15.982 7.616
H 17.002 14.890 7.818
H 19.419 14.064 8.682
C 8.614 12.492 12.179
O 9.534 11.737 12.205
N 8.093 13.085 13.245
C 7.090 14.113 13.194
C 8.811 12.971 14.525
H 8.009 12.739 11.315
H 6.389 13.798 13.998
H 6.611 14.124 12.182
H 7.429 15.131 13.388
H 9.427 13.856 14.775
H 8.004 12.879 15.315
H 9.437 12.080 14.501
C 13.904 13.921 7.698
O 14.512 14.532 8.580
N 12.984 12.969 7.923
C 12.367 12.152 6.856
C 13.118 12.339 9.245
H 13.933 14.176 6.618
H 12.814 11.156 6.745
H 12.494 12.721 5.935
H 11.315 12.013 7.043
H 13.913 11.601 9.287
H 13.262 13.094 10.006
H 12.217 11.751 9.450
C 10.503 16.604 12.898
O 9.417 16.062 12.778
N 11.689 16.086 12.646
C 12.993 16.675 12.937
C 11.778 14.820 11.849
H 10.506 17.665 13.266
H 13.653 16.717 12.059
H 13.575 16.096 13.672
H 12.964 17.705 13.255
H 10.753 14.494 11.820
H 12.209 15.110 10.898
H 12.461 14.203 12.343
*
```

gap between HOMO and LUMO	9.2743	eV

***

No. 3
Entry from the OMol25 dataset: C24H18Cl5NO7Rb as an isolated structure (wB97M-V/def2-TZVPD).

```
! RIJCOSX wB97M-V def2-TZVPD def2/J DEFGRID3
* xyz -1 1
Rb -0.150 1.281 0.563
O -3.254 3.637 4.246
C -2.465 2.816 3.515
O -2.774 2.411 2.432
C -1.202 2.474 4.269
O -0.290 1.924 3.382
C 0.838 1.327 4.020
C 1.864 0.892 2.948
O 2.361 -0.239 3.104
O 2.092 1.738 2.055
H -4.048 3.792 3.713
H -0.814 3.378 4.756
H -1.483 1.770 5.067
H 1.317 2.054 4.689
H 0.514 0.459 4.603
Cl -1.120 4.465 -0.829
C -1.895 3.516 -2.099
C -1.707 2.148 -2.068
C -2.349 1.471 -3.084
Cl -2.177 -0.293 -3.151
C -3.125 2.075 -4.073
Cl -3.900 1.149 -5.324
C -3.274 3.459 -4.056
Cl -4.220 4.255 -5.268
C -2.649 4.194 -3.053
Cl -2.818 5.924 -3.023
C 3.180 -2.495 0.709
O 2.563 -2.328 -0.568
C 2.371 -1.058 -0.997
C 3.015 0.047 -0.453
C 2.845 1.305 -1.008
C 2.014 1.484 -2.106
C 1.330 0.395 -2.617
C 1.487 -0.869 -2.064
N 0.781 -1.935 -2.672
C 0.227 -3.053 -2.203
C -0.043 -3.492 -0.920
C -0.327 -4.889 -0.757
C -0.478 -5.447 0.466
C -0.357 -4.616 1.630
C -0.160 -3.283 1.534
C -0.083 -2.618 0.242
O -0.100 -1.383 0.148
H 3.049 -3.545 0.961
H 2.710 -1.866 1.469
H 4.247 -2.262 0.652
H 3.620 -0.058 0.435
H 3.343 2.147 -0.548
H 1.855 2.468 -2.527
H 0.609 0.526 -3.415
H 0.636 -1.785 -3.658
H -0.039 -3.735 -3.006
H -0.385 -5.508 -1.647
H -0.673 -6.506 0.569
H -0.437 -5.074 2.609
H -0.069 -2.646 2.406
*
```

gap between HOMO and LUMO	7.0313	eV
ΔE to the lowest compared entry with this formula, charge and spin	0.0	kJ/mol

***

No. 4
Entry from the OMol25 dataset: a 2-piece molecular cluster, C5H14 overall at a distorted geometry (wB97M-V/def2-TZVPD).

```
! RIJCOSX wB97M-V def2-TZVPD def2/J DEFGRID3
* xyz 0 1
C -0.012 0.106 -1.550
C -1.426 0.618 -1.627
C -2.376 -0.316 -0.820
H 0.658 0.423 -2.355
H 0.416 0.306 -0.568
H 0.050 -0.987 -1.635
H -1.750 0.778 -2.651
H -1.500 1.599 -1.168
H -2.875 0.323 -0.078
H -1.879 -1.037 -0.173
H -3.105 -0.835 -1.431
C 1.607 0.530 2.017
C 2.080 -0.882 1.795
H 1.470 1.124 1.102
H 0.561 0.520 2.359
H 2.102 1.270 2.643
H 1.394 -1.467 1.196
H 3.094 -0.902 1.387
H 2.165 -1.551 2.665
*
```

gap between HOMO and LUMO	12.3326	eV
ΔE to the lowest compared entry with this formula, charge and spin	58.6	kJ/mol

***

No. 5
Entry from the OMol25 dataset: C3H2 as an isolated structure at a distorted geometry (wB97M-V/def2-TZVPD).

```
! RIJCOSX wB97M-V def2-TZVPD def2/J DEFGRID3
* xyz 0 1
C 0.584 -0.382 1.253
C 0.632 -1.863 3.542
C -0.085 -0.592 0.215
H -0.188 -1.431 1.044
H -0.323 -0.435 -0.845
*
```

gap between HOMO and LUMO (alpha / beta)	8.1816 / 8.1642	eV
ΔE to the lowest compared entry with this formula, charge and spin	624.9	kJ/mol

***

No. 6
Entry from the OMol25 dataset: a 4-piece molecular cluster, C8H16Cl8 overall at a distorted geometry (wB97M-V/def2-TZVPD).

```
! RIJCOSX wB97M-V def2-TZVPD def2/J DEFGRID3
* xyz -1 2
Cl -4.788 10.930 -11.600
C -3.310 11.838 -12.212
C -3.259 11.694 -13.746
Cl -2.791 10.052 -14.321
H -2.410 11.479 -11.714
H -3.416 12.840 -11.795
H -2.574 12.401 -14.214
H -4.292 11.862 -14.053
Cl 3.015 15.566 -7.291
C 2.938 16.509 -8.836
C 3.849 15.986 -10.040
Cl 3.645 17.059 -11.398
H 3.209 17.544 -8.629
H 1.907 16.472 -9.187
H 3.549 15.015 -10.434
H 4.883 15.731 -9.807
Cl 0.527 15.199 -11.150
C 0.231 16.244 -12.486
C -0.996 15.810 -13.234
Cl -0.698 14.288 -14.167
H 1.114 16.157 -13.119
H 0.129 17.288 -12.192
H -1.188 16.573 -13.989
H -1.812 15.743 -12.516
Cl 0.589 19.686 -13.661
C 2.027 20.461 -12.932
C 2.461 21.740 -13.715
Cl 3.155 21.360 -15.276
H 2.839 19.746 -12.793
H 1.749 20.673 -11.899
H 3.269 22.167 -13.121
H 1.623 22.411 -13.904
*
```

gap between HOMO and LUMO (alpha / beta)	1.9095 / 10.5285	eV
ΔE to the lowest compared entry with this formula, charge and spin	28.5	kJ/mol
<S²>	0.751

***

No. 7
Entry from the OMol25 dataset: an isolated ion of composition C3H7NOS and charge -2 at a distorted geometry (wB97M-V/def2-TZVPD).

```
! RIJCOSX wB97M-V def2-TZVPD def2/J DEFGRID3
* xyz -2 1
O 2.779 -1.049 0.138
C 1.461 -1.073 -0.066
N 0.938 0.249 -0.621
C -0.484 0.391 -0.710
C -1.291 0.581 0.636
S -3.117 1.012 0.580
H 1.047 -1.775 -0.838
H 0.914 -1.324 0.875
H 1.426 0.946 -0.096
H -0.971 -0.456 -1.194
H -0.699 1.350 -1.196
H -0.778 1.403 1.157
H -1.225 -0.254 1.336
*
```

gap between HOMO and LUMO	5.6022	eV
ΔE to the lowest compared entry with this formula, charge and spin	24.7	kJ/mol

***

No. 8
Entry from the OMol25 dataset: C18H41ClGaNO8P as an isolated structure (wB97M-V/def2-TZVPD).

```
! RIJCOSX wB97M-V def2-TZVPD def2/J DEFGRID3
* xyz -1 1
C -2.991 -6.557 2.057
O -3.125 -5.476 1.179
C -4.095 -4.500 1.568
C -3.497 -3.089 1.655
C -4.028 -2.079 0.628
C -3.131 -1.948 -0.604
Ga -1.314 -1.213 -0.203
O -1.070 0.360 -1.186
C 0.209 0.854 -1.410
C 0.339 2.314 -0.951
N 1.679 2.626 -0.443
C 2.323 3.814 -0.963
C 1.860 5.098 -0.271
C 0.688 5.780 -0.952
O 2.991 5.989 -0.231
P 0.492 -2.706 -0.867
O -0.252 -4.096 -0.288
Cl -0.029 -2.895 -2.930
H -2.480 -7.358 1.521
H -3.962 -6.928 2.409
H -2.392 -6.303 2.943
H -4.490 -4.771 2.550
H -4.908 -4.535 0.834
H -2.413 -3.177 1.549
H -3.687 -2.718 2.667
H -5.047 -2.394 0.359
H -4.139 -1.095 1.094
H -3.588 -1.271 -1.334
H -3.035 -2.923 -1.096
H -1.014 -0.926 1.365
H 0.988 0.273 -0.879
H 0.459 0.781 -2.480
H -0.430 2.467 -0.189
H 0.116 2.989 -1.788
H 2.273 1.818 -0.562
H 2.203 3.924 -2.052
H 3.394 3.740 -0.762
H 1.584 4.835 0.757
H 0.995 6.140 -1.938
H 0.322 6.626 -0.362
H -0.140 5.083 -1.085
H 2.674 6.889 -0.318
H -0.159 -4.828 -0.900
O -4.153 -4.107 4.823
C -3.234 -3.509 5.312
O -3.510 -2.524 6.198
C -2.478 -1.748 6.819
C -2.001 -0.622 5.926
C -1.811 -3.766 4.881
H -1.656 -2.389 7.139
H -2.950 -1.353 7.718
H -1.542 -0.996 5.012
H -1.263 -0.015 6.455
H -2.839 0.016 5.646
H -1.660 -3.231 3.940
H -1.718 -4.828 4.672
H -1.045 -3.458 5.585
O 2.729 3.026 -4.224
C 3.732 3.267 -4.830
O 3.971 2.591 -5.981
C 5.104 2.860 -6.810
C 6.350 2.147 -6.325
C 4.752 4.254 -4.308
H 5.264 3.934 -6.909
H 4.809 2.485 -7.789
H 6.655 2.499 -5.340
H 7.173 2.322 -7.020
H 6.167 1.075 -6.265
H 5.362 3.735 -3.567
H 4.210 5.041 -3.789
H 5.409 4.685 -5.058
*
```

gap between HOMO and LUMO	5.8693	eV

***

No. 9
Entry from the OMol25 dataset: C20H14BrNO6Re as an isolated structure (wB97M-V/def2-TZVPD).

```
! RIJCOSX wB97M-V def2-TZVPD def2/J DEFGRID3
* xyz 2 4
Re -0.512 0.096 -0.460
C 0.505 -1.589 2.687
C 1.110 -0.548 2.023
C 0.356 0.593 1.647
C -1.004 0.677 2.041
C -1.616 -0.397 2.675
C -0.858 -1.517 2.997
H 1.081 -2.454 2.984
H 2.163 -0.588 1.777
H 0.888 1.506 1.382
H -1.542 1.604 1.892
H -2.658 -0.337 2.961
H -1.326 -2.339 3.524
O -0.942 -0.221 -2.422
C -0.540 -1.126 -3.211
C 0.383 -2.140 -2.895
C 0.718 -3.066 -3.901
C 1.630 -4.040 -3.603
C 2.231 -4.131 -2.356
C 1.906 -3.221 -1.356
C 0.985 -2.241 -1.630
O 0.671 -1.361 -0.624
N 1.986 -5.027 -4.648
O 2.833 -5.837 -4.360
O 1.482 -4.862 -5.735
H -0.963 -1.084 -4.214
H 0.277 -3.022 -4.889
H 2.951 -4.920 -2.180
H 2.363 -3.275 -0.378
Br -7.119 3.246 -1.554
C -5.291 3.628 -1.453
C -4.835 4.922 -1.693
C -3.478 5.230 -1.631
C -2.561 4.246 -1.330
C -3.030 2.948 -1.085
C -4.398 2.630 -1.142
C -2.112 1.922 -0.765
O -0.806 2.055 -0.753
O -2.433 0.702 -0.431
H -5.553 5.696 -1.931
H -3.149 6.242 -1.820
H -1.504 4.469 -1.281
H -4.745 1.623 -0.951
*
```

gap between HOMO and LUMO (alpha / beta)	6.2642 / 5.4613	eV
ΔE to the lowest compared entry with this formula, charge and spin	10.9	kJ/mol
<S²>	3.777

***

No. 10
Entry from the OMol25 dataset: C12H12FN4O4PdSSe4 as an isolated structure at a distorted geometry (wB97M-V/def2-TZVPD).

```
! RIJCOSX wB97M-V def2-TZVPD def2/J DEFGRID3
* xyz 1 5
Pd -0.145 0.011 -2.351
Se -0.350 1.853 -3.944
Se 0.327 1.003 -5.853
Se -0.069 -1.795 -5.534
Se -0.930 -2.015 -3.534
C 3.793 -1.511 2.134
C 2.706 -1.482 1.137
C 1.404 -1.838 1.419
C 0.424 -1.686 0.426
N 0.765 -1.258 -0.781
C 2.032 -0.924 -1.063
S 2.400 -0.357 -2.601
N 2.994 -1.057 -0.112
C -1.011 -1.981 0.653
H 3.695 -2.367 2.799
H 3.724 -0.609 2.746
H 4.773 -1.515 1.667
H 1.144 -2.190 2.402
H 3.932 -0.732 -0.335
H -1.151 -3.033 0.892
H -1.598 -1.751 -0.240
H -1.378 -1.402 1.499
F -2.675 0.366 -2.104
C -2.668 0.843 -0.815
C -1.898 1.921 -0.556
N -1.608 2.289 0.719
C -0.294 2.834 0.958
C 0.719 1.745 0.367
O 1.450 1.143 1.129
O 0.577 1.590 -0.871
C -2.352 1.778 1.790
O -2.172 2.116 2.925
N -3.312 0.854 1.425
C -3.467 0.183 0.212
O -4.161 -0.793 0.087
H -1.421 2.488 -1.347
H -0.140 2.954 2.031
H -0.153 3.780 0.432
H -3.904 0.546 2.192
*
```

gap between HOMO and LUMO (alpha / beta)	5.7570 / 5.2247	eV
ΔE to the lowest compared entry with this formula, charge and spin	78.1	kJ/mol
<S²>	6.037

***

Q: Which E_tot values were calculated for the entries above? A: -65637.603 -64178.387 -104272.375 -5411.442 -3131.539 -108734.541 -17594.675 -111389.808 -106895.092 -305200.705, in eV.